9
Properties=species:S:1:pos:R:3:forces:R:3 method="wB97M-V/def2-TZVPD" de_lowest_ev=2.931 homo_ev="-8.34 / -8.34" total_charge=0
H 1.417027 -0.872082 0.218782 -1.51 1.29 -1.19
O 0.847702 -0.313569 -0.424096 1.14 -1.10 1.03
C -0.349060 0.068358 0.108704 -1.55 -0.23 -3.23
H -1.209508 -0.700633 0.070938 1.30 1.38 -0.28
H 0.419664 1.428618 1.186065 -2.33 -2.43 0.41
O -0.326605 0.671730 1.256645 2.58 3.40 1.56
Cl 0.526659 2.673764 -1.838809 0.52 0.59 -0.22
O -1.997160 1.882818 -1.828577 1.38 0.41 0.16
C -0.892387 1.748758 -1.421840 -1.54 -3.32 1.75